No. 1
The following is a quantum chemistry calculation of a cluster of 2 separate species, C5H7NO2 in total in a non-equilibrium geometry, from the OMol25 dataset.

Summary:
HOMO-LUMO gap = 8.802 eV
Lowest unoccupied orbital energy = 0.53 eV
Highest occupied orbital energy = -8.268 eV
DFT total energy = -10878.9898 eV
Energy above the lowest of the compared OMol25 structures with the same formula, charge and spin = 446.5 kJ/mol

XYZ file:
```
15
Properties=species:S:1:pos:R:3:mulliken_charge:R:1
C -0.131 0.913 2.740 0.0899
C -1.057 0.629 2.047 -0.2767
C 1.561 -0.886 -2.276 0.4602
C 0.978 -0.643 -1.023 -0.2123
C -2.201 0.302 1.158 -1.2133
N 1.003 0.201 -0.039 -0.1514
O 0.732 -0.881 -3.326 -0.4610
O 2.658 -1.464 -2.271 -0.5933
H 0.688 1.317 3.221 0.4533
H -1.868 0.611 0.244 0.3693
H -3.063 0.960 1.290 0.3254
H -2.439 -0.680 1.349 0.3161
H 0.564 0.072 0.845 0.3182
H 1.478 1.185 -0.098 0.2338
H 1.096 -1.637 -3.860 0.3416
```

***

No. 2
The following is a quantum chemistry calculation of a cluster of 2 separate species, C12H17N3 in total in a non-equilibrium geometry, from the OMol25 dataset.

Summary:
HOMO-LUMO gap (alpha / beta) = 7.384 / 6.563 eV
Lowest unoccupied orbital energy (alpha / beta) = 0.42 / 0.09 eV
Highest occupied orbital energy (alpha / beta) = -6.966 / -6.473 eV
DFT total energy = -17182.7454 eV
Energy above the lowest of the compared OMol25 structures with the same formula, charge and spin = 720.3 kJ/mol

XYZ file:
```
32
Properties=species:S:1:pos:R:3:mulliken_charge:R:1
C -3.114 -0.992 2.100 -0.6793
C -2.318 -2.125 2.222 -0.2863
C -2.843 -0.428 0.832 -0.1620
C -1.457 -1.514 -2.147 -1.0000
C -0.371 3.193 0.802 -1.0922
C -1.427 -1.099 -0.946 0.0322
C -0.383 2.300 -0.275 0.6437
C 0.767 0.180 -0.237 0.0793
C -1.254 2.324 -1.516 -0.8150
C 3.276 -0.252 0.086 -1.4853
C 1.514 -1.946 0.612 -1.3307
C 1.890 -0.834 -0.276 0.6558
N -1.645 -2.384 1.095 -0.9031
N 0.608 1.358 -0.221 -0.2750
N -1.937 -1.327 0.284 0.8731
H -3.759 -0.597 2.856 0.4077
H -2.275 -2.645 3.145 0.4357
H -3.329 0.250 0.165 0.4293
H -2.210 -2.272 -2.376 0.3006
H -0.872 -1.196 -3.011 0.2516
H 0.171 2.879 1.629 0.3489
H -1.090 4.002 0.884 0.2912
H -1.731 1.363 -1.568 0.2064
H -2.014 3.291 -1.367 0.2558
H -0.676 2.444 -2.453 0.2764
H 3.467 -0.467 1.134 0.3278
H 3.978 -0.803 -0.501 0.3823
H 3.243 0.736 -0.177 0.4474
H 2.161 -2.820 0.600 0.3683
H 1.529 -1.486 1.700 0.2878
H 0.502 -2.260 0.432 0.3731
H 1.881 -1.094 -1.296 0.3544
```

***

No. 3
The following is a quantum chemistry calculation of a cluster of 2 separate species, C2HN3O3 in total in a non-equilibrium geometry, from the OMol25 dataset.

Summary:
HOMO-LUMO gap (alpha / beta) = 6.994 / 7.970 eV
Lowest unoccupied orbital energy (alpha / beta) = -3.27 / -2.48 eV
Highest occupied orbital energy (alpha / beta) = -10.265 / -10.454 eV
DFT total energy = -12695.7171 eV
Energy above the lowest of the compared OMol25 structures with the same formula, charge and spin = 810.9 kJ/mol

XYZ file:
```
9
Properties=species:S:1:pos:R:3:mulliken_charge:R:1
C 1.869 1.780 0.252 0.5661
C -0.338 0.682 0.098 0.2295
N 2.702 2.562 -0.001 -0.4392
N 0.895 0.942 0.156 -0.3023
N 2.169 -0.866 0.028 0.8989
O 3.205 -0.524 -0.382 -0.3224
O -1.272 1.380 -0.187 -0.5058
O 1.378 -1.703 0.176 -0.3520
H -0.579 -0.387 0.097 0.2271
```

***

No. 4
The following is a quantum chemistry calculation of a cluster of 2 separate species, C5H13N in total in a non-equilibrium geometry, from the OMol25 dataset.

Summary:
HOMO-LUMO gap = 9.685 eV
Lowest unoccupied orbital energy = 1.04 eV
Highest occupied orbital energy = -8.641 eV
DFT total energy = -6883.3580 eV
Energy above the lowest of the compared OMol25 structures with the same formula, charge and spin = 273.9 kJ/mol

XYZ file:
```
19
Properties=species:S:1:pos:R:3:mulliken_charge:R:1
C -2.535 -1.380 -1.401 -0.8499
C -1.789 -0.613 -0.488 0.2143
N -1.987 0.813 -0.226 -0.5754
H -3.189 -0.801 -1.938 0.3498
H -2.214 -2.410 -1.376 0.2579
H -1.088 -1.160 0.232 0.0777
H -1.298 0.941 0.597 0.2615
H -2.935 0.972 0.094 0.2573
C 1.513 -0.681 -0.172 -0.9278
C 2.550 0.157 0.721 -0.4837
C 1.887 1.475 1.190 -0.7600
H 0.874 -0.056 -0.913 0.3107
H 1.913 -1.485 -0.666 0.3946
H 0.884 -1.020 0.650 0.1204
H 2.817 -0.315 1.635 0.3159
H 3.389 0.463 0.180 0.3891
H 0.886 1.871 0.541 0.1180
H 2.664 2.235 1.217 0.3034
H 1.447 1.323 2.229 0.2263
```

***

No. 5
The following is a quantum chemistry calculation of a structure of composition C18H20N3Pd in a non-equilibrium geometry, from the OMol25 dataset.

Summary:
Total charge = +1
HOMO-LUMO gap = 7.400 eV
Lowest unoccupied orbital energy = -3.87 eV
Highest occupied orbital energy = -11.267 eV
DFT total energy = -26934.3540 eV
Energy above the lowest of the compared OMol25 structures with the same formula, charge and spin = 0.0 kJ/mol

XYZ file:
```
42
Properties=species:S:1:pos:R:3:mulliken_charge:R:1
Pd 0.301 -0.492 -0.994 -0.0991
C -1.461 -2.888 -0.310 -1.1348
N -1.288 -2.111 -1.544 0.2367
C -0.915 -3.001 -2.647 -1.0072
C -2.534 -1.385 -1.869 -0.7467
C -2.560 -0.011 -1.268 0.5326
C -3.751 0.676 -1.055 -0.7399
C -3.737 1.987 -0.603 -0.5816
C -2.533 2.632 -0.357 -0.6484
C -1.336 1.952 -0.551 -0.2897
C -1.371 0.650 -1.001 0.5199
H -2.240 -3.650 -0.430 0.4211
H -1.751 -2.219 0.500 0.3362
H -0.526 -3.388 -0.060 0.3489
H -1.728 -3.700 -2.879 0.3622
H -0.038 -3.584 -2.371 0.2933
H -0.687 -2.419 -3.537 0.3164
H -3.408 -1.965 -1.555 0.3869
H -2.594 -1.273 -2.953 0.4693
H -4.697 0.185 -1.252 0.4066
H -4.668 2.515 -0.446 0.3823
H -2.520 3.656 -0.010 0.4069
H -0.392 2.447 -0.351 0.4469
N 2.322 0.743 -1.300 -0.4522
C 2.659 1.238 -0.003 0.5408
C 3.382 2.385 0.188 -0.6124
C 3.711 2.821 1.485 -0.7605
C 3.325 2.103 2.580 -0.8673
C 2.547 0.935 2.421 1.2045
C 2.072 0.182 3.515 -0.5575
C 1.293 -0.917 3.285 -0.8295
C 0.974 -1.259 1.964 -0.0340
N 1.397 -0.584 0.913 -0.3823
C 2.195 0.505 1.120 0.2355
H 2.534 1.409 -2.029 0.2119
H 2.822 -0.118 -1.491 0.3003
H 3.716 2.957 -0.669 0.3486
H 4.292 3.725 1.609 0.3996
H 3.601 2.413 3.580 0.3983
H 2.328 0.495 4.519 0.4272
H 0.908 -1.523 4.093 0.4019
H 0.353 -2.123 1.766 0.4086
```

***

No. 6
The following is a quantum chemistry calculation of a cluster of 11 separate species, C39H81N3O14S in total in a non-equilibrium geometry, from the OMol25 dataset.

Summary:
HOMO-LUMO gap = 9.487 eV
Lowest unoccupied orbital energy = 0.37 eV
Highest occupied orbital energy = -9.116 eV
DFT total energy = -85724.9902 eV

XYZ file:
```
138
Properties=species:S:1:pos:R:3:mulliken_charge:R:1
O 0.535 -1.875 -1.165 -0.2969
S 0.729 -0.657 -0.486 -0.0752
O 1.764 0.204 -0.937 0.0981
O -0.646 0.095 -0.406 -0.1626
C -0.755 0.736 0.875 1.9037
C -0.143 -0.251 1.833 0.7460
O 0.904 -0.872 1.071 -0.2156
H -0.199 1.677 0.826 -1.8918
H -1.784 1.051 1.012 0.2381
H -0.834 -1.029 2.164 -0.7374
H 0.291 0.242 2.696 0.1576
C 0.276 4.347 -1.672 -1.0405
N -0.678 4.812 -0.676 0.0180
C -1.792 4.118 -0.348 0.7629
C -2.694 4.775 0.650 -1.2294
O -2.078 3.063 -0.894 -0.6340
H 1.230 4.842 -1.506 0.4215
H -0.071 4.646 -2.665 0.4802
H 0.356 3.265 -1.614 0.0520
H -0.516 5.706 -0.249 0.2613
H -2.545 5.849 0.762 0.3800
H -2.504 4.328 1.631 0.1747
H -3.727 4.554 0.402 0.3903
C -3.669 -1.597 4.894 -0.6619
N -2.486 -1.068 5.556 -0.1117
C -1.798 0.020 5.141 0.6792
C -0.729 0.505 6.082 -1.2816
O -1.978 0.603 4.075 -0.4720
H -3.665 -1.318 3.848 -0.1805
H -4.586 -1.238 5.373 0.4197
H -3.691 -2.674 5.063 0.4271
H -2.302 -1.427 6.475 0.2691
H -0.820 0.123 7.101 0.4514
H -0.794 1.591 6.116 0.2787
H 0.267 0.246 5.720 0.2599
C -1.458 -3.906 -5.036 -0.7375
N -0.216 -4.516 -5.465 -0.1133
C 0.916 -4.732 -4.730 0.3189
C 0.909 -4.336 -3.292 -0.1002
O 1.920 -5.164 -5.271 -0.6760
H -1.260 -3.076 -4.360 0.1422
H -2.108 -4.622 -4.528 0.3193
H -1.972 -3.498 -5.902 0.3563
H -0.053 -4.795 -6.420 0.2533
H 1.148 -5.214 -2.686 0.4293
H -0.039 -3.939 -2.941 -0.0288
H 1.683 -3.610 -3.047 -0.0722
C 7.018 0.697 -1.306 -0.6123
C 5.565 0.256 -1.364 0.4836
C 4.975 0.953 -0.147 0.4105
O 6.002 0.896 0.839 -0.4666
C 7.268 0.646 0.212 -0.5932
H 7.191 1.719 -1.653 0.2513
H 7.619 0.019 -1.910 0.3780
H 5.515 -0.818 -1.173 0.2158
H 5.024 0.487 -2.275 -0.4646
H 4.093 0.415 0.194 -0.0758
H 4.766 2.012 -0.347 -0.1741
H 7.579 -0.369 0.481 0.2803
H 7.992 1.393 0.526 0.3348
C -0.878 -4.670 2.262 -0.2534
C -1.607 -3.881 3.344 0.4989
C -0.470 -3.373 4.229 -0.1349
O 0.545 -4.350 4.103 -0.5269
C 0.588 -4.613 2.701 -0.5039
H -1.063 -4.303 1.254 -0.0587
H -1.184 -5.715 2.250 0.3910
H -2.215 -4.562 3.941 0.5647
H -2.220 -3.047 3.004 -0.7769
H -0.730 -3.292 5.282 0.2138
H -0.031 -2.429 3.871 0.1000
H 1.116 -5.557 2.564 0.3629
H 1.187 -3.844 2.193 0.1609
C 1.912 3.746 1.551 0.9083
C 0.980 4.259 2.655 -0.8357
C 0.976 3.099 3.656 0.2497
O 2.156 2.343 3.399 -0.4712
C 2.926 2.970 2.357 -0.4166
H 2.333 4.555 0.954 0.4733
H 1.351 3.067 0.906 -0.8333
H -0.007 4.553 2.288 0.0949
H 1.360 5.183 3.104 0.3681
H 0.082 2.488 3.503 -0.2683
H 0.994 3.450 4.691 0.3817
H 3.441 2.176 1.821 0.0821
H 3.687 3.626 2.799 0.3383
C -3.930 -1.544 0.278 0.7278
C -5.239 -2.342 0.556 -0.4300
C -4.824 -3.812 0.302 -0.5089
O -3.410 -3.813 0.247 -0.4078
C -3.014 -2.596 -0.349 0.3325
H -3.491 -1.215 1.227 -0.9492
H -4.134 -0.658 -0.319 0.7419
H -5.998 -2.012 -0.152 0.3083
H -5.605 -2.223 1.573 -0.0277
H -5.262 -4.215 -0.620 0.2258
H -5.131 -4.470 1.116 0.3532
H -3.162 -2.646 -1.439 0.1620
H -1.960 -2.436 -0.150 -0.6261
C 2.227 2.942 -4.156 -0.3455
C 3.263 2.547 -3.076 0.8812
C 3.940 3.878 -2.689 -0.3862
O 3.317 4.912 -3.441 -0.4946
C 2.690 4.338 -4.575 -0.7202
H 1.236 2.906 -3.720 0.1531
H 2.342 2.205 -4.950 0.2581
H 4.074 1.902 -3.402 0.0274
H 2.728 2.080 -2.252 -0.4359
H 5.012 3.844 -2.930 0.3169
H 3.879 4.135 -1.629 0.1314
H 3.384 4.260 -5.422 0.3037
H 1.859 4.987 -4.849 0.3932
C -7.460 0.966 3.115 -0.6711
C -5.997 0.597 3.377 0.2247
C -5.237 1.422 2.298 0.4916
O -6.191 1.908 1.365 -0.4682
C -7.424 1.252 1.613 -0.4122
H -7.794 1.840 3.669 0.2864
H -8.131 0.121 3.280 0.3366
H -5.826 -0.468 3.238 -0.2702
H -5.579 0.925 4.327 0.2949
H -4.455 0.825 1.818 -0.5532
H -4.737 2.282 2.748 0.2598
H -7.435 0.307 1.046 0.1566
H -8.274 1.836 1.262 0.3640
C 3.533 -2.342 -6.075 -0.4055
C 2.454 -1.590 -5.307 -0.1925
C 3.232 -1.175 -4.016 0.5287
O 4.621 -1.223 -4.329 -0.4160
C 4.725 -1.462 -5.732 -0.6120
H 3.356 -2.414 -7.146 0.3801
H 3.638 -3.332 -5.629 0.2022
H 1.584 -2.155 -4.977 -0.1070
H 2.146 -0.691 -5.845 0.3045
H 3.049 -1.929 -3.244 -0.0903
H 2.864 -0.215 -3.646 -0.2716
H 5.701 -1.898 -5.942 0.3395
H 4.671 -0.505 -6.276 0.2689
```

***

No. 7
The following is a quantum chemistry calculation of a cluster of 2 separate species, C3H3Br2N4 in total in a non-equilibrium geometry, from the OMol25 dataset.

Summary:
Total charge = -1
HOMO-LUMO gap (alpha / beta) = 5.160 / 7.107 eV
Lowest unoccupied orbital energy (alpha / beta) = 3.03 / 1.48 eV
Expectation value of S² = 2.0163
Highest occupied orbital energy (alpha / beta) = -2.127 / -5.623 eV
DFT total energy = -149200.5665 eV
Multiplicity = 3

XYZ file:
```
12
Properties=species:S:1:pos:R:3:mulliken_charge:R:1
C 0.927 -0.088 0.285 0.4706
C -1.574 0.187 -0.705 -0.6035
C -0.189 -0.862 0.579 -0.4595
N 2.189 1.524 0.419 -0.3761
N 1.091 1.063 0.981 -0.2885
N 1.896 -0.344 -0.572 -0.3160
N 2.713 0.675 -0.394 -0.3740
Br -3.188 0.490 0.284 -0.1918
Br -0.313 -2.658 -0.010 -0.1797
H -0.914 1.102 -0.943 0.3099
H -1.949 -0.473 -1.361 0.4041
H -0.690 -0.616 1.438 0.6046
```

***

No. 8
The following is a quantum chemistry calculation of a cluster of 9 separate species, C12H42N6O9 in total in a non-equilibrium geometry, from the OMol25 dataset.

Summary:
HOMO-LUMO gap = 8.968 eV
Lowest unoccupied orbital energy = -0.01 eV
Highest occupied orbital energy = -8.977 eV
DFT total energy = -40488.9874 eV
Energy above the lowest of the compared OMol25 structures with the same formula, charge and spin = 756.7 kJ/mol

XYZ file:
```
69
Properties=species:S:1:pos:R:3:mulliken_charge:R:1
N 32.970 1.667 -1.175 0.0716
C 32.538 0.448 -1.219 0.1856
N 31.409 0.316 -0.545 2.1718
O 33.070 -0.625 -1.986 -0.9289
H 33.849 1.763 -1.680 0.3401
H 32.562 2.525 -0.899 -0.0571
H 30.919 -0.579 -0.451 -1.4280
H 30.984 1.044 0.068 -0.4004
N 30.280 -4.048 -2.688 -0.2158
C 31.061 -3.019 -2.804 -0.3842
N 31.669 -2.819 -1.697 -0.0773
O 31.200 -2.264 -3.991 -0.6057
H 29.934 -4.551 -3.539 0.2907
H 30.359 -4.632 -1.845 0.2128
H 32.319 -2.037 -1.840 0.2974
H 32.070 -3.646 -1.138 0.3409
N 28.399 -2.004 -1.553 -0.3361
C 28.728 -1.503 -0.378 0.5273
N 29.914 -1.873 -0.049 -0.3291
O 27.784 -0.934 0.404 -0.8047
H 27.496 -1.745 -1.988 0.2677
H 29.031 -2.525 -2.174 0.3448
H 30.263 -1.789 0.902 0.3349
H 30.567 -2.276 -0.760 0.2990
C 32.832 -1.525 1.775 -0.1885
C 31.983 -0.505 2.618 0.3696
O 30.658 -0.861 2.543 -0.7092
H 33.890 -1.094 1.547 0.2744
H 32.338 -1.599 0.876 -0.4088
H 32.976 -2.502 2.195 0.3398
H 31.947 0.497 2.186 -0.4439
H 32.307 -0.400 3.691 0.3312
H 30.186 -0.019 2.330 0.4827
C 28.474 5.093 -0.971 -1.1279
C 29.801 5.088 -1.736 0.0778
O 29.438 5.157 -3.061 -0.5498
H 27.821 4.252 -1.206 0.2518
H 27.889 6.001 -1.120 0.4022
H 28.714 5.016 0.074 0.3217
H 30.376 4.200 -1.616 -0.0063
H 30.450 5.967 -1.507 0.4376
H 30.053 5.759 -3.461 0.3202
C 29.390 0.450 -3.329 -0.8972
C 29.726 1.814 -2.781 0.4908
O 28.792 2.609 -3.485 -0.6592
H 29.583 0.606 -4.402 0.3867
H 28.344 0.148 -3.156 0.2746
H 30.031 -0.329 -2.888 -0.0869
H 30.760 2.056 -3.050 0.2413
H 29.615 1.833 -1.734 0.0291
H 28.912 3.478 -3.162 0.2929
C 32.466 4.870 0.987 -0.8186
O 32.465 4.403 -0.343 -0.5056
H 31.640 5.526 1.157 0.2878
H 33.281 5.374 1.148 0.4712
H 32.494 4.035 1.700 0.2690
H 32.696 5.068 -1.034 0.2549
C 30.162 2.519 1.332 -0.7232
O 29.569 1.267 1.325 -0.5563
H 29.740 3.115 2.103 0.6359
H 29.873 2.973 0.437 0.2382
H 31.225 2.428 1.622 -0.1696
H 28.711 1.385 0.853 0.2437
C 32.469 0.162 -5.594 -0.5162
O 32.833 0.929 -4.415 -0.5580
H 33.106 -0.661 -5.840 0.2730
H 32.571 0.888 -6.388 0.2705
H 31.475 -0.205 -5.392 0.1146
H 32.808 0.390 -3.648 0.4248
```